[1]
The following is a quantum chemistry calculation of a molecular structure, C46H37KN6O7P2S at a distorted geometry, from OMol25.

Results
HOMO-LUMO gap	5.9	eV
ΔE to the lowest compared entry with this formula, charge and spin	17.95	kcal/mol
HOMO level	-2.210	eV

ORCA input file:
```
! wB97M-V def2-TZVPD RIJCOSX def2/J DEFGRID3
* xyz -2 1
K -1.10389 0.49581 -0.08578
S -1.90295 -2.40948 0.51123
C -1.11894 -2.59307 2.00708
N -1.15100 -3.76244 2.59545
N -0.67553 -3.83565 3.87204
C -0.08148 -4.93037 4.39032
C 0.08618 -6.10086 3.62831
C 0.82328 -7.14807 4.13030
C 1.38886 -7.08477 5.39923
C 1.17683 -5.95674 6.18140
C 0.44641 -4.89553 5.69494
N -0.57115 -1.54813 2.69418
N 0.24720 -0.72837 2.19486
C 0.83279 0.15632 3.08084
C 0.80767 -0.02637 4.46751
C 1.50056 0.81694 5.30547
C 2.25647 1.84627 4.77013
C 2.28700 2.04153 3.39768
C 1.58038 1.20908 2.55467
H -0.64396 -2.96331 4.40003
H -0.34002 -6.12424 2.63707
H 0.99488 -8.02084 3.51300
H 1.99604 -7.89665 5.77397
H 1.60849 -5.89560 7.17445
H 0.29567 -4.00723 6.29749
H 0.23268 -0.84799 4.86514
H 1.45281 0.68045 6.37898
H 2.81867 2.49634 5.42650
H 2.86744 2.85636 2.98568
H 1.56311 1.37217 1.48917
C 1.07487 -2.12785 -0.71121
C 0.51939 -2.22868 -2.12590
P 0.17380 -0.53943 -2.79521
C 1.89929 0.06533 -2.71000
C 2.92479 -0.54172 -3.43215
C 4.22843 -0.11101 -3.27828
C 4.51851 0.91836 -2.39644
C 3.50043 1.52922 -1.68417
C 2.18933 1.11013 -1.84303
C 0.17321 -0.86973 -4.59506
C -0.19910 -2.07844 -5.17265
C -0.15778 -2.23496 -6.54775
C 0.24436 -1.18844 -7.35968
C 0.57404 0.03447 -6.79468
C 0.53054 0.19305 -5.42458
P 2.90665 -1.95206 -0.58504
C 3.46929 -3.60962 -1.16475
C 2.64821 -4.70442 -1.40916
C 3.18811 -5.89202 -1.87244
C 4.54922 -6.00663 -2.09773
C 5.37623 -4.92411 -1.84916
C 4.83759 -3.73644 -1.39114
C 3.03363 -2.28259 1.21906
C 2.57796 -3.45174 1.81746
C 2.67709 -3.61009 3.18531
C 3.22903 -2.61169 3.97006
C 3.69740 -1.45182 3.38083
C 3.60252 -1.29099 2.00942
H 0.75887 -2.98021 -0.10413
H 0.67116 -1.23734 -0.21925
H -0.44143 -2.74745 -2.07680
H 1.19330 -2.77673 -2.79244
H 2.70347 -1.34945 -4.11876
H 5.02224 -0.58284 -3.84224
H 5.54164 1.24883 -2.27347
H 3.72574 2.34195 -1.00773
H 1.37688 1.59827 -1.32236
H -0.52173 -2.90107 -4.55046
H -0.43787 -3.18282 -6.98818
H 0.29534 -1.32089 -8.43178
H 0.86602 0.86328 -7.42564
H 0.78028 1.14319 -4.97149
H 1.58255 -4.64176 -1.24353
H 2.53623 -6.73430 -2.05680
H 4.96469 -6.93736 -2.46098
H 6.44091 -5.00614 -2.01936
H 5.47294 -2.88111 -1.20377
H 2.14024 -4.24835 1.23116
H 2.32218 -4.51962 3.64554
H 3.27375 -2.74191 5.04195
H 4.11534 -0.66454 3.98961
H 3.95153 -0.38084 1.53723
O -2.96531 2.52376 -1.80551
C -2.13254 2.73778 -0.91873
O -0.89817 2.55756 -0.98734
C -2.69906 3.23401 0.42484
C -3.76863 4.06427 0.40741
C -4.35662 4.53813 1.60737
C -3.79747 4.17345 2.82334
C -2.70323 3.32851 2.87690
C -2.12056 2.74564 1.66774
O -1.23828 1.88398 1.69588
N -2.17108 3.03227 4.14514
O -1.14784 2.37437 4.25102
O -2.76316 3.46177 5.14174
N -5.46484 5.38609 1.57554
O -5.84543 5.84134 0.49698
O -6.03696 5.66001 2.63413
H -4.18727 4.35693 -0.54497
H -4.20078 4.57088 3.74514
*
```

---

[2]
The following is a quantum chemistry calculation of a molecular structure, C46H37LuN8O9S4 at a distorted geometry, from OMol25.

Results
HOMO-LUMO gap	6.0	eV
ΔE to the lowest compared entry with this formula, charge and spin	0.00	kcal/mol
HOMO level	-2.929	eV

ORCA input file:
```
! wB97M-V def2-TZVPD RIJCOSX def2/J DEFGRID3
* xyz -2 1
Lu -0.15307 -0.01594 -0.15878
O -5.94825 4.52615 0.23090
C -5.94908 3.39993 -0.31192
O -6.81010 2.83277 -1.00536
C -4.63394 2.58872 -0.07095
C -3.54415 3.29640 0.66492
C -2.27626 2.41846 0.83322
N -2.28706 1.01615 0.50724
C -3.29172 0.54878 -0.14269
C -4.50315 1.30438 -0.43326
C -3.12238 -0.92467 -0.56175
O -4.12055 -1.59280 -0.79166
O -1.90296 -1.30321 -0.60288
H -3.95869 3.73771 1.57234
H -1.77938 2.56245 1.79292
H -5.31797 0.79008 -0.92309
S 2.58492 0.10103 0.02005
C 2.87372 1.81545 -0.02908
N 4.11625 2.19759 -0.17250
N 4.49154 3.49212 0.04292
C 4.25194 4.34930 1.10113
C 4.89421 5.59687 1.07799
C 4.73029 6.50167 2.11103
C 3.93574 6.18862 3.20448
C 3.32150 4.94317 3.25188
C 3.47419 4.03011 2.22468
N 1.90788 2.78821 0.04560
N 0.68984 2.48289 -0.08474
C -0.18189 3.55640 0.03079
C 0.10069 4.75661 0.59378
C -0.95058 5.71718 0.85876
C -2.23721 5.52166 0.52879
C -2.69787 4.29418 -0.17856
C -1.59469 3.22151 -0.29031
H 5.27740 3.73229 -0.53252
H 5.52049 5.84930 0.22843
H 5.22755 7.46306 2.05757
H 3.80022 6.90175 4.00777
H 2.69787 4.67380 4.09570
H 2.98764 3.07154 2.29298
H 1.11030 4.97390 0.91614
H -0.66372 6.63393 1.36213
H -2.99642 6.26129 0.75867
H -3.17851 4.57281 -1.12038
H -1.66344 2.69284 -1.23626
O 0.14543 -1.61521 1.56079
C 0.09964 -0.75999 2.45982
N 0.09929 -1.03895 3.79476
C 0.04036 0.17515 4.57286
C 0.01101 1.22532 3.39895
O -0.04265 2.43228 3.57025
N 0.06836 0.57196 2.22547
C 1.27475 0.36326 5.46068
C 1.65336 1.63141 5.89370
C 2.72613 1.78782 6.75725
C 3.42579 0.68196 7.21806
C 3.05794 -0.58169 6.78532
C 1.99361 -0.73910 5.90985
C -1.17731 0.24967 5.49568
C -1.79983 1.46224 5.77861
C -2.85915 1.51860 6.67195
C -3.30679 0.37032 7.30688
C -2.68172 -0.83794 7.04135
C -1.62510 -0.89619 6.14614
H -0.03719 -1.97019 4.13980
H 1.11680 2.49551 5.52807
H 3.01858 2.78245 7.07082
H 4.25166 0.80489 7.90786
H 3.60217 -1.45382 7.12724
H 1.73176 -1.73236 5.56890
H -1.46088 2.35939 5.28140
H -3.33882 2.46930 6.86854
H -4.13401 0.41688 8.00403
H -3.01719 -1.74173 7.53535
H -1.14703 -1.85206 5.96585
O 0.68428 -1.60425 -1.64745
S 1.21778 -2.93723 -2.06204
C 1.60519 -2.74842 -3.83629
C 2.91041 -1.97241 -3.86737
C 3.83426 -2.67614 -2.88303
C 3.01029 -2.95822 -1.62967
H 0.77821 -2.21328 -4.29828
H 1.69080 -3.74680 -4.27201
H 2.71228 -0.95026 -3.54614
H 3.31471 -1.93246 -4.87737
H 4.70130 -2.05734 -2.64791
H 4.19817 -3.61250 -3.31731
H 3.11869 -2.17471 -0.88197
H 3.22706 -3.92657 -1.17769
O 0.84395 1.35185 -7.28220
S 0.46764 0.20036 -6.50316
O 1.10595 -1.04167 -6.87883
N 0.62471 0.50263 -4.89713
C -0.54252 0.52118 -4.30427
S -0.86189 1.02561 -2.72553
C -1.69831 0.15452 -5.17556
C -3.02166 -0.03275 -4.81025
C -3.92798 -0.40145 -5.79568
C -3.52610 -0.56044 -7.11834
C -2.19657 -0.37549 -7.48210
C -1.30673 -0.02988 -6.48952
H -3.32814 0.10529 -3.78154
H -4.96367 -0.56389 -5.52658
H -4.25304 -0.83423 -7.87281
H -1.86245 -0.49343 -8.50521
*
```

---

[3]
The following is a quantum chemistry calculation of a molecular structure, C46H38BN18O4Zr at a distorted geometry, from OMol25.

Results
HOMO-LUMO gap (spin up / spin down)	6.0 / 3.9	eV
ΔE to the lowest compared entry with this formula, charge and spin	0.00	kcal/mol
HOMO level (spin up / spin down)	-12.446 / -12.446	eV

ORCA input file:
```
! wB97M-V def2-TZVPD RIJCOSX def2/J DEFGRID3
* xyz 2 2
Zr 0.00100 -0.36364 -0.04180
C 3.15961 -3.49726 -0.21219
C 2.81752 -2.17464 0.04881
N 1.49740 -2.06302 0.20991
N 0.98052 -3.29590 0.04477
C 1.95444 -4.17607 -0.21974
B -0.54346 -3.55855 0.07726
N -1.14878 -2.82462 1.31027
C -2.11920 -3.27758 2.11608
C -2.27261 -2.38468 3.16052
C -1.33880 -1.38614 2.90510
N -0.66512 -1.64725 1.78201
N -1.10898 -2.93531 -1.22775
C -2.11076 -3.31590 -2.02851
C -2.16729 -2.45110 -3.10700
C -1.15520 -1.53042 -2.86696
N -0.51199 -1.82300 -1.72955
N -0.78062 -5.03989 0.16952
C -0.91000 -5.98560 -0.80721
C -0.78565 -7.21224 -0.21844
C -0.56314 -6.92565 1.14615
N -0.54858 -5.62767 1.37042
H 4.14086 -3.90844 -0.37010
H 3.46361 -1.31497 0.13770
H 1.74624 -5.22194 -0.37627
H -2.61853 -4.21066 1.92477
H -2.94574 -2.46397 3.99589
H -1.11022 -0.51245 3.49675
H -2.71054 -4.18306 -1.80637
H -2.84340 -2.48819 -3.94289
H -0.84615 -0.69838 -3.47884
H -1.05699 -5.72348 -1.84206
H -0.85265 -8.17873 -0.68698
H -0.41014 -7.61406 1.96149
O 1.53117 2.78267 -4.52687
C 2.50228 1.90209 -4.32007
C 3.56729 1.91122 -5.22504
C 4.60464 1.02201 -5.08943
C 4.63334 0.09403 -4.03183
C 3.61871 0.08409 -3.11798
C 2.52980 0.97771 -3.23134
C 1.48823 0.88634 -2.24870
O 1.61777 0.14612 -1.20321
N 0.34128 1.56389 -2.47021
N -0.62345 1.20906 -1.61853
C -1.76937 1.84585 -1.79229
C -2.93691 1.55739 -1.06897
C -4.05485 2.42075 -1.18512
C -5.21872 2.14215 -0.53598
C -5.33422 0.94807 0.22098
C -4.28931 0.07487 0.34040
C -3.04308 0.36336 -0.25702
O -2.04803 -0.43384 -0.09008
H 0.80044 2.61021 -3.90494
H 3.53388 2.62816 -6.03384
H 5.40905 1.03333 -5.81275
H 5.45386 -0.60381 -3.94480
H 3.62076 -0.61766 -2.29520
H -1.80746 2.63087 -2.54428
H -3.96635 3.31264 -1.79369
H -6.05880 2.81848 -0.60608
H -6.27369 0.71991 0.70739
H -4.37594 -0.84331 0.90714
C 3.96896 -0.25038 4.25262
N 3.15776 0.07050 3.08486
C 1.97043 -0.41238 2.73568
N 1.52186 0.24131 1.67087
C 2.52471 1.13181 1.40564
N 3.52535 1.05309 2.23989
C 3.68600 0.66322 5.43075
C 3.92164 0.22094 6.72784
C 3.74130 1.08013 7.80299
C 3.31055 2.38230 7.60392
C 3.05532 2.81721 6.30878
C 3.25006 1.96138 5.22864
C 2.59635 4.16992 6.02677
N 2.76604 5.26660 6.68921
N 2.18695 6.26861 5.95782
C 1.69995 5.72412 4.89176
O 1.91865 4.38754 4.87136
C 0.97080 6.32950 3.78672
C 1.10896 7.68171 3.49667
C 0.40643 8.22270 2.43189
C -0.43574 7.42886 1.66842
C -0.59353 6.08098 1.97229
C -1.62596 5.27230 1.21670
N -1.41268 3.83107 1.28482
C -0.44826 3.08740 0.74504
N -0.62111 1.81340 1.08342
C -1.74353 1.85533 1.86193
N -2.24455 3.05478 1.99852
C 0.11727 5.53125 3.02626
H 5.00925 -0.14845 3.94500
H 3.78538 -1.28980 4.51942
H 1.46738 -1.21986 3.24114
H 2.51330 1.83707 0.59266
H 4.26025 -0.79397 6.90113
H 3.93452 0.72759 8.80699
H 3.16589 3.05914 8.43496
H 3.08537 2.34212 4.23138
H 1.76824 8.28902 4.10182
H 0.51650 9.27182 2.19391
H -0.98761 7.86630 0.84436
H -1.66928 5.57980 0.17138
H -2.60826 5.43556 1.65799
H 0.35069 3.49046 0.14202
H -2.18775 0.99324 2.32809
H -0.00405 4.48936 3.29621
*
```

---

[4]
The following is a quantum chemistry calculation of a molecular structure, C46H38BrCl5F3N6O4PSc, from OMol25.

Results
HOMO-LUMO gap	7.5	eV
ΔE to the lowest compared entry with this formula, charge and spin	0.00	kcal/mol
HOMO level	-10.603	eV

ORCA input file:
```
! wB97M-V def2-TZVPD RIJCOSX def2/J DEFGRID3
* xyz 1 1
Sc 0.52863 -0.19172 0.41620
Cl 0.33525 -0.67196 3.47543
C 2.01113 -0.30664 3.09044
C 2.28583 -0.09575 1.75287
C 3.59593 0.26071 1.45835
Cl 3.97687 0.64137 -0.19102
C 4.58500 0.37064 2.43313
Cl 6.19009 0.79801 2.01101
C 4.24923 0.14306 3.77275
Cl 5.43959 0.28518 4.99399
C 2.93643 -0.18273 4.11849
Cl 2.48518 -0.42428 5.75420
C -0.45947 -3.32135 1.81981
O -0.90547 -2.14804 1.10694
C -2.27268 -1.95106 1.11853
C -3.20029 -2.87181 1.56483
C -4.54085 -2.49723 1.57411
Br -5.81762 -3.74102 2.18634
C -4.94925 -1.24426 1.16781
C -4.01093 -0.32222 0.69896
C -2.68216 -0.70723 0.66054
O -1.65717 0.13619 0.26390
C -4.45841 1.05022 0.40249
N -5.26170 1.69625 1.19662
C -5.39728 2.95483 0.62812
C -6.13017 4.05825 1.06710
C -6.08372 5.20116 0.29802
C -5.32640 5.26142 -0.88496
C -4.59098 4.18253 -1.33083
C -4.64327 3.03414 -0.54698
N -4.02791 1.79921 -0.66658
H -0.91691 -3.34401 2.80757
H 0.61653 -3.24240 1.91631
H -0.71441 -4.21510 1.25183
H -2.91570 -3.85471 1.90635
H -5.98588 -0.94551 1.22303
H -1.81077 0.49109 -0.66388
H -6.71160 4.00478 1.97739
H -6.64267 6.07472 0.60554
H -5.32059 6.17867 -1.45851
H -4.00549 4.23224 -2.23954
H -3.59278 1.45657 -1.50833
F -0.61507 2.69051 -3.96861
C 0.23642 1.79080 -3.49641
F 0.50796 0.90627 -4.46396
F 1.37057 2.40768 -3.15653
C -0.36469 1.05088 -2.27683
O -1.58513 0.98620 -2.17093
O 0.48862 0.58322 -1.45275
C 5.36056 -1.19879 -3.52626
C 5.46021 -2.17140 -2.54490
C 4.34259 -2.53864 -1.80597
C 3.11815 -1.92664 -2.04771
C 3.01871 -0.96319 -3.05043
C 4.13309 -0.60020 -3.78539
P 1.62347 -2.28838 -1.07140
C 0.44039 -2.83328 -2.33850
C 0.86592 -3.56650 -3.44724
C -0.04860 -3.97668 -4.40330
C -1.39345 -3.65425 -4.26797
C -1.82494 -2.91963 -3.17439
C -0.90885 -2.51187 -2.21544
C 2.06697 -3.76556 -0.11213
C 1.56735 -5.03050 -0.40151
C 1.89424 -6.10910 0.41091
C 2.72267 -5.93157 1.50876
C 3.23292 -4.67136 1.79796
C 2.90178 -3.59222 0.99522
H 6.23407 -0.91277 -4.09692
H 6.41004 -2.65148 -2.35011
H 4.43859 -3.30277 -1.04713
H 2.06583 -0.50141 -3.26346
H 4.04395 0.14856 -4.56171
H 1.91538 -3.80755 -3.56588
H 0.28894 -4.54468 -5.25993
H -2.10322 -3.97200 -5.02015
H -2.87005 -2.65941 -3.06830
H -1.25728 -1.93878 -1.36586
H 0.91576 -5.17801 -1.25351
H 1.50120 -7.09087 0.18174
H 2.97506 -6.77454 2.13822
H 3.88420 -4.53005 2.65063
H 3.28941 -2.60700 1.23234
C 1.57512 2.96369 0.73607
N 1.52585 4.37185 1.06740
C 1.28714 4.50602 2.50651
N 0.02496 3.87572 2.90153
C 0.08113 2.47043 2.55985
N 0.30725 2.24208 1.09426
C -0.80590 2.96439 0.38803
N -0.86397 4.37144 0.71279
C 0.41143 4.99358 0.35262
C -1.06512 4.50811 2.15637
H 2.39342 2.50128 1.28596
H 1.74895 2.83938 -0.33499
H 1.25376 5.56417 2.76622
H 2.10883 4.03693 3.05167
H -0.85698 1.98766 2.84020
H 0.90326 2.00962 3.10638
H -1.75019 2.49587 0.66074
H -0.64980 2.87089 -0.68704
H 0.37363 6.05465 0.59953
H 0.57154 4.88966 -0.72276
H -2.01263 4.04093 2.43234
H -1.10860 5.56641 2.41371
*
```